Here is a molecular structure, C18H10Cl2CoN4O2 in a non-equilibrium geometry from OMol25. Energies are from ωB97M-V/def2-TZVPD.

Last column: Löwdin charge in e.
Element x y z (Å)
Co1 -0.18 -0.14 0.22  0.62
Cl1 3.80 1.33 -4.94  0.67
Cl2 3.12 4.11 -3.75  0.67
O1 0.71 3.66 0.72  0.08
O2 0.98 -2.34 -2.83  0.08
N1 -0.31 -1.99 0.45  0.02
N2 -1.23 0.79 1.47  0.02
N3 0.46 1.53 -0.17  0.01
N4 0.71 -0.60 -1.31  0.01
C1 0.63 -1.92 -1.74  -0.42
C2 -0.70 -2.71 1.53  -0.10
C3 0.06 -2.72 -0.66  -0.13
C4 2.23 0.28 -3.05  -0.03
C5 -1.45 2.95 2.57  0.02
C6 1.19 1.65 -1.31  -0.20
C7 -2.27 0.37 2.20  -0.10
C8 -0.77 -4.08 1.54  -0.04
C9 2.48 2.70 -3.02  -0.70
C10 -2.93 1.17 3.10  -0.04
C11 -0.85 2.10 1.64  -0.14
C12 2.77 1.44 -3.58  -0.70
C13 -0.44 -4.81 0.39  -0.03
C14 -2.50 2.49 3.32  -0.03
C15 1.39 0.38 -1.94  -0.20
C16 -0.02 -4.10 -0.72  0.02
C17 1.70 2.81 -1.89  -0.03
C18 0.19 2.56 0.72  -0.42
H1 -2.60 -0.64 2.03  0.11
H2 -0.95 -2.14 2.41  0.11
H3 2.43 -0.69 -3.47  0.10
H4 -0.50 -5.88 0.38  0.11
H5 0.27 -4.59 -1.64  0.13
H6 -1.07 3.95 2.65  0.13
H7 -3.77 0.77 3.65  0.11
H8 1.48 3.77 -1.44  0.10
H9 -1.08 -4.58 2.44  0.11
H10 -3.00 3.13 4.03  0.11

Calculated values
Multiplicity = 2
HOMO level (alpha / beta) = -6.9973 / -7.2039 eV
Orbital gap (alpha / beta) = 6.04 / 6.18 eV
F_max = 2.7 eV Å⁻¹
Lowest unoccupied orbital energy (alpha / beta) = -0.96 / -1.03 eV